The following is a DFT calculation (ωB97M-V/def2-TZVPD) of a molecular structure, C3H10ErOSi at a distorted geometry.

## Properties
Calculated total energy   -40778.0385 eV
Net charge   +3
2S+1   4
Strongest force on any atom   4.7 eV/A
HOMO level (spin up / spin down)   -0.885 / -0.815 hartree
HOMO-LUMO gap (spin up / spin down)   9.82 / 4.08 eV
LUMO (spin up / spin down)   -14.252 / -18.094 eV

Last column: Löwdin spin population.
CARTESIAN COORDINATES (ANGSTROEM)
1 C -0.5235 -1.6326 0.3098  0.040
2 C 0.3484 -0.8444 -0.8331  0.205
3 O -0.5800 -0.5102 -1.9428  0.217
4 C 1.1973 0.4497 -0.2927  0.293
5 Si 0.2965 1.5252 1.0280  0.103
6 H -1.6621 -1.2783 0.2798  0.003
7 H -0.0615 -1.6244 1.3852  0.000
8 H -0.5594 -2.7788 -0.0207  0.025
9 H 1.1393 -1.6236 -1.2551  0.040
10 H -0.8822 0.4577 -1.8201  0.008
11 H 1.3678 1.1581 -1.2382  -0.001
12 H 2.2963 0.1112 0.0263  -0.001
13 H -0.6149 2.4692 0.3817  0.004
14 H -0.3412 0.6934 2.0593  0.005
15 H 1.3574 2.2860 1.7358  0.051
16 Er -2.7784 1.1418 0.1969  2.007

The following is a DFT calculation (ωB97M-V/def2-TZVPD) of C13H15Cl2N7O2 in the gas phase at a distorted geometry.

## Properties
Calculated total energy   -53282.9934 eV
SMILES   CC(C)NC(=O)NNC(=O)Cn1nnc(-c2cccc(Cl)c2Cl)n1
Net charge   0
Energy above the lowest of the compared OMol25 structures with the same formula, charge and spin   1131.2 kJ/mol
Strongest force on any atom   17.2 eV/A
HOMO level   -0.307 hartree
HOMO-LUMO gap   7.94 eV
LUMO   -0.419 eV

Last column: Löwdin charge in e.
CARTESIAN COORDINATES (ANGSTROEM)
1 C -3.1556 2.0066 1.5250  -0.022
2 C -2.7885 2.1792 -0.0340  -0.378
3 C -3.7403 3.2737 -0.7210  -0.015
4 N -3.0331 1.0082 -0.7323  0.076
5 C -2.0340 0.3683 -1.3035  -0.696
6 O -1.0134 0.8204 -1.4421  0.127
7 N -2.2623 -0.7646 -2.0529  0.079
8 N -1.1552 -1.4617 -2.5188  0.063
9 C -1.0125 -2.8393 -2.1359  -0.459
10 O -1.6237 -3.5561 -1.5380  0.171
11 C 0.5995 -3.1596 -2.3479  -0.213
12 N 1.2005 -2.2110 -1.8945  -0.280
13 N 2.5560 -1.9504 -2.2811  0.100
14 N 2.9387 -0.8612 -1.6287  0.089
15 C 1.9731 -0.8333 -0.4084  -0.154
16 C 2.0800 0.2008 0.5514  -0.275
17 C 3.4141 0.9499 0.3787  0.105
18 C 3.4749 1.9506 1.5110  -0.054
19 C 2.4712 2.3762 2.2929  -0.095
20 C 1.3645 1.4677 2.5228  -0.896
21 Cl 0.2820 1.9777 3.3214  0.999
22 C 1.2348 0.4162 1.4603  -0.516
23 Cl -0.2848 -0.5448 1.6123  0.702
24 N 0.8594 -1.6940 -0.6873  0.165
25 H -2.9799 2.9522 1.8778  0.041
26 H -2.4467 1.2330 1.8769  0.043
27 H -4.1433 1.8306 1.6424  0.033
28 H -1.7448 2.2757 0.1114  0.119
29 H -4.7380 2.9809 -0.6173  0.047
30 H -3.3020 4.1032 -0.2503  0.037
31 H -3.2991 3.3579 -1.8942  0.149
32 H -3.7543 0.3802 -0.5071  0.140
33 H -2.9268 -1.3814 -1.5623  0.146
34 H -0.3409 -0.8869 -2.7151  0.134
35 H 0.5593 -4.2740 -1.7636  0.193
36 H 0.6395 -3.4154 -3.4088  0.131
37 H 4.2261 0.7492 -0.2776  0.078
38 H 4.1710 2.6528 1.3753  0.055
39 H 2.5714 3.0203 2.9798  0.032

The following is a DFT calculation (ωB97M-V/def2-TZVPD) of a molecular structure, C18H18MoNO4 at a distorted geometry.

## Properties
Calculated total energy   -30473.7067 eV
Net charge   +1
2S+1   3
Energy above the lowest of the compared OMol25 structures with the same formula, charge and spin   504.0 kJ/mol
Strongest force on any atom   4.4 eV/A
HOMO level (spin up / spin down)   -0.375 / -0.432 hartree
HOMO-LUMO gap (spin up / spin down)   5.10 / 6.39 eV
LUMO (spin up / spin down)   -5.116 / -5.360 eV

Last column: Löwdin spin population.
CARTESIAN COORDINATES (ANGSTROEM)
1 C -1.1832 3.3149 -1.0666  0.008
2 C 0.2451 3.3170 -1.5455  0.007
3 C 0.5159 2.0068 -2.0560  -0.004
4 H 1.0565 3.9585 -1.1705  -0.001
5 C -0.7363 1.2842 -2.0722  -0.026
6 C -1.7294 2.0020 -1.3352  0.012
7 H -2.7669 1.7609 -1.1883  0.003
8 H -1.7086 3.9688 -0.3569  0.000
9 H 1.4558 1.7379 -2.5018  0.001
10 H -0.9083 0.3722 -2.5954  -0.001
11 C 1.6827 1.2396 1.9499  0.009
12 C 1.6076 2.6324 1.8081  0.023
13 C 0.1910 3.0271 2.1779  0.043
14 H 2.2108 3.2914 1.1855  0.000
15 C -0.5473 1.7588 2.4944  0.018
16 C 0.4224 0.7397 2.4846  0.039
17 H 0.2642 -0.2646 2.8095  0.005
18 H 2.5839 0.6934 1.7762  0.001
19 H -0.3609 3.9415 2.2154  0.006
20 H -1.5616 1.7683 2.8735  0.001
21 Mo -0.0320 1.2293 0.1907  0.755
22 O 0.8141 -0.3467 -0.1663  0.087
23 C 0.8713 -1.2650 -1.2364  0.082
24 C -0.3016 -2.1502 -1.2386  0.487
25 H 0.9488 -0.7147 -2.1896  0.011
26 H 1.8019 -1.8043 -1.0730  0.004
27 H -1.2030 -1.7542 -1.6971  0.024
28 H -1.4891 -4.2403 -2.3400  0.004
29 C -1.0040 -4.4822 -1.3906  0.101
30 C -0.3214 -3.4269 -0.6994  0.050
31 C 0.3210 -3.7829 0.5397  0.097
32 H 0.8314 -2.9998 1.1064  0.005
33 C 0.2761 -5.0813 1.0198  -0.008
34 H 0.7690 -5.3173 1.9633  -0.002
35 C -0.3865 -6.0902 0.3075  0.107
36 H -0.4085 -7.1080 0.6928  0.006
37 C -1.0210 -5.7777 -0.9027  -0.011
38 H -1.5383 -6.5564 -1.4630  -0.002
39 O 1.2884 5.2664 0.7493  0.013
40 N 0.1059 4.9444 0.5877  0.024
41 O -1.0009 5.4904 0.7266  0.008
42 O -0.0551 3.4169 0.6263  0.013

The following is a DFT calculation (ωB97M-V/def2-TZVPD) of 10 unconnected molecules or ions with the total composition H20O10.

## Properties
Calculated total energy   -20799.9509 eV
Net charge   -1
2S+1   2
Energy above the lowest of the compared OMol25 structures with the same formula, charge and spin   42.5 kJ/mol
Strongest force on any atom   0.9 eV/A
HOMO level (spin up / spin down)   -0.006 / -0.288 hartree
HOMO-LUMO gap (spin up / spin down)   2.98 / 10.65 eV
LUMO (spin up / spin down)   2.812 / 2.822 eV

Last column: Löwdin spin population.
CARTESIAN COORDINATES (ANGSTROEM)
1 O -2.0162 3.3165 0.6591  0.036
2 H -1.0997 3.4047 0.3973  0.006
3 H -2.4112 2.7786 -0.0271  0.025
4 O 0.1851 1.3573 -2.2573  0.150
5 H 1.0717 1.0175 -2.1361  0.029
6 H -0.0937 1.0048 -3.1024  0.065
7 O 2.3857 -1.5616 -1.6133  0.047
8 H 1.4693 -1.8074 -1.4865  0.017
9 H 2.3708 -0.6070 -1.6823  0.016
10 O 0.1910 0.5896 0.3827  0.051
11 H -0.2241 0.7649 -0.4618  0.027
12 H -0.0650 -0.3082 0.5942  0.020
13 O 2.3768 1.8672 1.5518  0.017
14 H 1.5733 1.6184 1.0952  0.007
15 H 3.0368 1.2545 1.2275  0.004
16 O -0.1924 4.0663 -1.5704  0.032
17 H -0.5395 4.5109 -2.3438  0.008
18 H -0.0356 3.1677 -1.8603  0.011
19 O 0.1709 -3.1740 -0.4476  0.067
20 H -0.0199 -3.7410 -1.1949  0.019
21 H -0.6874 -2.8722 -0.1501  0.018
22 O 1.7685 -2.0264 1.6075  0.016
23 H 1.2580 -2.2194 2.3938  0.004
24 H 1.2988 -2.4705 0.9015  0.006
25 O -0.9275 -1.9423 3.3064  0.032
26 H -1.4139 -1.1879 2.9739  0.016
27 H -0.4383 -1.6013 4.0551  0.004
28 O -2.6522 -1.9097 -0.2237  0.157
29 H -3.4632 -2.2898 -0.5611  0.037
30 H -2.8768 -1.0001 -0.0275  0.057

The following is a DFT calculation (ωB97M-V/def2-TZVPD) of C6H12Si in the gas phase at a distorted geometry.

## Properties
Calculated total energy   -14288.8026 eV
Net charge   0
Energy above the lowest of the compared OMol25 structures with the same formula, charge and spin   517.5 kJ/mol
Strongest force on any atom   3.3 eV/A
HOMO level (spin up / spin down)   -0.318 / -0.289 hartree
HOMO-LUMO gap (spin up / spin down)   9.14 / 7.58 eV
LUMO (spin up / spin down)   0.486 / -0.285 eV

Last column: Löwdin charge in e.
CARTESIAN COORDINATES (ANGSTROEM)
1 C -0.0212 -0.3638 -0.7654  -0.441
2 C -0.8586 -0.1955 0.2204  -0.063
3 C 1.4286 -0.2898 -0.6005  -0.304
4 C 0.6198 1.5719 1.9842  -0.170
5 C -0.4080 -0.8693 -2.1443  -0.026
6 C -2.2224 -0.0608 0.5295  -0.122
7 Si 1.9096 0.4856 1.2085  0.587
8 H 1.6965 -1.3473 -0.6478  0.073
9 H 2.0192 0.2371 -1.3864  0.077
10 H -0.0002 2.2520 1.3659  -0.008
11 H 0.1114 1.2907 2.9662  0.012
12 H 0.1409 -1.7450 -2.2537  0.055
13 H 0.0709 -0.0271 -2.6652  0.099
14 H -1.4330 -1.0939 -2.2819  0.065
15 H -2.4953 -0.2248 1.6464  0.117
16 H -2.7968 -0.5735 -0.2191  0.074
17 H -2.5631 0.9603 0.4728  0.071
18 H 2.1640 -0.8120 2.0482  -0.033
19 H 3.1798 1.1716 0.7766  -0.061

The following is a DFT calculation (ωB97M-V/def2-TZVPD) of C20H31N3O3S in the gas phase.

## Properties
Calculated total energy   -42693.5273 eV
SMILES   CCN(CC(=O)NC(C)C)C(=O)[C@@H](CCSC)NC(=O)c1cccc(C)c1
Net charge   0
Energy above the lowest of the compared OMol25 structures with the same formula, charge and spin   0.0 kJ/mol
Strongest force on any atom   0.6 eV/A
HOMO level   -0.315 hartree
HOMO-LUMO gap   9.24 eV
LUMO   0.669 eV

Last column: Löwdin charge in e.
CARTESIAN COORDINATES (ANGSTROEM)
1 C -3.5866 -1.5301 1.9602  -0.052
2 C -2.3514 -0.7951 2.4761  -0.186
3 N -2.0230 0.3625 1.6670  -0.033
4 C -2.9659 1.4706 1.7409  -0.035
5 C -4.0475 1.3979 0.6476  -0.476
6 O -5.2108 1.1609 0.9044  0.050
7 N -3.5607 1.6156 -0.5793  0.100
8 C -4.3525 1.5293 -1.7904  -0.410
9 C -3.8112 0.4082 -2.6751  -0.049
10 C -4.3302 2.8713 -2.5175  -0.053
11 C -0.9674 0.4953 0.8506  -0.384
12 O -0.8190 1.4926 0.1474  0.032
13 C 0.0806 -0.6155 0.7758  -0.220
14 C -0.3984 -1.7064 -0.1994  -0.202
15 C 0.6118 -2.8376 -0.2875  -0.499
16 S -0.0320 -4.1564 -1.3768  0.790
17 C 1.3820 -5.2863 -1.2804  -0.418
18 N 1.3044 -0.0127 0.3084  0.112
19 C 2.5043 -0.2864 0.8706  -0.442
20 O 2.6447 -1.1745 1.6935  0.067
21 C 3.6415 0.5368 0.3716  -0.127
22 C 4.9082 -0.0372 0.3738  -0.020
23 C 5.9974 0.6880 -0.0722  -0.067
24 C 5.8303 1.9897 -0.5085  -0.045
25 C 4.5742 2.5884 -0.4975  -0.270
26 C 4.4137 4.0060 -0.9564  -0.050
27 C 3.4850 1.8519 -0.0563  0.011
28 H -4.4582 -0.8820 1.9668  0.064
29 H -3.4317 -1.8815 0.9426  0.071
30 H -3.7875 -2.3886 2.5954  0.080
31 H -2.5384 -0.4484 3.4986  0.127
32 H -1.5029 -1.4763 2.5033  0.111
33 H -2.4075 2.4037 1.6241  0.134
34 H -3.4554 1.4525 2.7151  0.135
35 H -2.5697 1.8068 -0.6784  0.115
36 H -5.3735 1.2949 -1.4719  0.140
37 H -4.4105 0.3176 -3.5765  0.077
38 H -3.8373 -0.5409 -2.1449  0.075
39 H -2.7825 0.6194 -2.9609  0.078
40 H -4.9452 2.8237 -3.4118  0.077
41 H -4.7155 3.6563 -1.8718  0.079
42 H -3.3124 3.1253 -2.8070  0.078
43 H 0.3048 -1.0539 1.7537  0.145
44 H -0.5402 -1.2642 -1.1882  0.124
45 H -1.3568 -2.1068 0.1316  0.094
46 H 1.5564 -2.4894 -0.7060  0.080
47 H 0.7964 -3.2723 0.6958  0.087
48 H 2.2668 -4.7930 -1.6736  0.032
49 H 1.1375 -6.1528 -1.8853  0.025
50 H 1.5377 -5.5830 -0.2469  0.033
51 H 1.1793 0.7720 -0.3161  0.126
52 H 5.0176 -1.0505 0.7291  0.116
53 H 6.9798 0.2395 -0.0762  0.104
54 H 6.6829 2.5567 -0.8542  0.114
55 H 3.3799 4.3306 -0.8711  0.074
56 H 5.0375 4.6702 -0.3599  0.082
57 H 4.7247 4.1040 -1.9959  0.083
58 H 2.5142 2.3269 -0.0207  0.116